The following is a quantum chemistry calculation of a single C7H14O molecule in a non-equilibrium geometry, from the Open Molecules 2025 dataset.

The value obtained for the total energy is -9531.9600 eV. Its SMILES is C=C[C@@](C)(O)C(C)C. The HOMO-LUMO gap is 10.53 eV. For the LUMO energy, the calculation gives 0.9 eV. The largest force on an atom is 3.78 eV/Å.

ORCA input file:
```
! RIJCOSX wB97M-V def2-TZVPD def2/J DEFGRID3
* xyz 0 1
O 0.26 -0.77 1.63
C -2.37 -1.38 0.19
C -1.71 -0.16 0.16
C -0.28 1.47 1.30
C 1.21 -1.28 -0.84
C 1.62 1.17 -1.07
C -0.26 0.15 0.61
C 0.55 0.07 -0.77
H -0.53 -1.11 2.10
H -1.82 -2.25 0.52
H -3.32 -1.66 -0.25
H -2.14 0.71 -0.27
H -0.50 2.23 0.55
H -0.99 1.53 2.11
H 0.67 1.81 1.69
H 2.10 -1.23 -0.24
H 0.56 -2.08 -0.52
H 1.66 -1.51 -1.83
H 1.00 2.00 -1.40
H 2.23 1.35 -0.22
H 2.21 0.92 -1.89
H -0.14 0.01 -1.57
*
```

The following is a quantum chemistry calculation of a molecular structure, C7H14O2 in a non-equilibrium geometry, from the Open Molecules 2025 dataset.

The value obtained for the total energy is -11578.3381 eV. The HOMO-LUMO gap is 9.50 eV. For the LUMO energy, the calculation gives 0.9 eV. The largest force on an atom is 3.11 eV/Å.

ORCA input file:
```
! RIJCOSX wB97M-V def2-TZVPD def2/J DEFGRID3
* xyz 0 1
C -0.52 0.54 1.28
C 0.25 -0.55 -0.65
C 0.26 -0.73 0.89
C 0.23 1.58 2.13
C 0.05 -1.88 -1.39
C 1.53 0.11 -1.17
C -0.75 1.02 -0.14
O -2.40 -0.06 -0.63
O -0.80 2.06 -0.69
H -2.83 0.59 -1.19
H -1.48 0.32 1.74
H -1.34 -0.30 -1.04
H -0.27 -1.64 1.20
H 1.26 -0.77 1.33
H -0.35 2.50 2.21
H 0.39 1.18 3.13
H 1.20 1.82 1.69
H 0.88 -2.56 -1.20
H -0.88 -2.35 -1.08
H 1.81 0.99 -0.60
H -0.01 -1.71 -2.47
H 1.40 0.41 -2.21
H 2.38 -0.57 -1.11
*
```

The following is a quantum chemistry calculation of 2 unconnected molecules or ions with the total composition C7H14O2, from the Open Molecules 2025 dataset.

The value obtained for the total energy is -11577.9489 eV. The HOMO-LUMO gap (alpha / beta) is 9.01 / 9.01 eV. For the LUMO energy (alpha / beta), the calculation gives 0.3 / 0.3 eV. The largest force on an atom is 0.42 eV/Å.

ORCA input file:
```
! RIJCOSX wB97M-V def2-TZVPD def2/J DEFGRID3
* xyz 0 1
C 0.91 1.23 -0.13
C -0.37 -1.05 -1.27
C 1.30 1.02 1.32
C 2.03 1.50 -1.10
C -1.16 -2.18 0.87
C -1.29 -1.06 -0.09
C -2.10 0.06 0.17
O 0.74 -0.68 -0.49
O -0.22 1.77 -0.39
H -1.24 0.98 0.13
H -0.65 -0.30 -2.02
H -0.23 -2.02 -1.75
H 1.63 1.98 1.73
H 0.44 0.68 1.90
H 2.82 0.76 -0.98
H 1.64 1.47 -2.11
H 2.43 2.50 -0.91
H 2.11 0.29 1.41
H -0.20 -2.69 0.77
H -1.31 -1.86 1.90
H -1.96 -2.90 0.64
H -2.64 0.45 -0.70
H -2.67 0.06 1.09
*
```

The following is a quantum chemistry calculation of 2 unconnected molecules or ions with the total composition C7H14O2 in a non-equilibrium geometry, from the Open Molecules 2025 dataset.

The value obtained for the total energy is -11579.7210 eV. Its SMILES is C/C=C(\C)CCC=O.O. The HOMO-LUMO gap is 9.80 eV. For the LUMO energy, the calculation gives 0.6 eV. The largest force on an atom is 2.20 eV/Å.

ORCA input file:
```
! RIJCOSX wB97M-V def2-TZVPD def2/J DEFGRID3
* xyz 0 1
O 2.82 -0.54 0.24
C 2.67 0.65 0.25
C 1.69 1.38 1.13
C 0.40 0.59 1.32
C -0.32 0.44 0.02
C -0.50 -0.77 -0.54
C -1.12 -0.97 -1.93
C -1.06 1.58 -0.57
H 3.40 1.25 -0.33
H 2.27 1.76 1.98
H 1.42 2.30 0.59
H -0.20 1.13 2.06
H 0.51 -0.39 1.77
H -0.10 -1.71 -0.19
H -1.30 -2.04 -2.02
H -2.06 -0.43 -1.96
H -0.36 -0.69 -2.65
H -0.78 1.81 -1.60
H -2.15 1.52 -0.42
H -0.92 2.53 -0.02
H -3.05 -2.31 1.13
H -2.80 -1.34 -0.08
O -3.36 -2.05 0.23
*
```

The following is a quantum chemistry calculation of a molecular structure, C7H14O3 in a non-equilibrium geometry, from the Open Molecules 2025 dataset.

The value obtained for the total energy is -13623.8319 eV. The HOMO-LUMO gap (alpha / beta) is 8.27 / 8.27 eV. For the LUMO energy (alpha / beta), the calculation gives -0.9 / -0.9 eV. The largest force on an atom is 4.93 eV/Å.

ORCA input file:
```
! RIJCOSX wB97M-V def2-TZVPD def2/J DEFGRID3
* xyz 0 1
C 1.51 -0.54 -0.48
C 1.91 0.92 -0.50
C 0.70 -1.03 -1.50
C 0.61 -0.90 1.31
O 0.27 -2.22 1.17
O 1.37 -0.52 2.19
H 0.65 -2.70 1.91
H 2.36 -1.20 -0.28
H -0.93 -0.81 -1.15
H 1.06 1.55 -0.74
H 2.74 1.10 -1.18
H 2.24 1.21 0.50
H 0.60 -2.10 -1.62
H 0.45 -0.42 -2.36
C -0.82 1.12 1.73
C -1.95 -0.32 -0.88
C -2.21 0.85 -1.41
O -0.76 -0.20 1.24
H -2.61 -0.92 -0.28
H -1.81 1.26 2.19
H -0.05 1.30 2.48
H -0.72 1.84 0.91
H -3.12 1.38 -1.18
H -1.52 1.36 -2.07
*
```

The following is a quantum chemistry calculation of 2 unconnected molecules or ions with the total composition C7H14O4 in a non-equilibrium geometry, from the Open Molecules 2025 dataset.

The value obtained for the total energy is -15666.6607 eV. The HOMO-LUMO gap is 9.57 eV. For the LUMO energy, the calculation gives 0.1 eV. The largest force on an atom is 5.69 eV/Å.

ORCA input file:
```
! RIJCOSX wB97M-V def2-TZVPD def2/J DEFGRID3
* xyz 0 1
C -1.84 -0.45 -2.92
C -0.70 0.33 -0.93
C 0.79 -0.09 -1.24
C 1.25 -1.19 -0.12
C 1.35 -0.42 1.25
C 0.13 0.08 1.88
C -0.85 1.18 1.18
H -2.34 -1.49 -2.45
H -2.85 0.24 -3.39
H -1.17 -0.93 -3.74
H -1.17 -0.54 -0.42
H 1.30 0.87 -1.46
H 0.65 -0.73 -2.13
H 2.11 -1.93 -0.25
H 0.42 -1.97 0.09
H 1.97 0.60 1.13
H 1.89 -1.16 1.95
H -0.29 -0.87 1.97
H -0.79 2.18 1.65
H -1.79 0.66 1.17
H 2.33 1.40 2.48
O -1.44 0.56 -1.97
O -0.60 1.50 -0.24
O 0.43 0.43 3.25
O 1.21 1.70 3.25
*
```

The following is a quantum chemistry calculation of 2 unconnected molecules or ions with the total composition C7H14O7S in a non-equilibrium geometry, from the Open Molecules 2025 dataset.

The value obtained for the total energy is -32648.5842 eV. Its SMILES is COC(=O)C[SH](=O)=O.CCOC(=O)OC. The HOMO-LUMO gap is 10.10 eV. For the LUMO energy, the calculation gives -0.6 eV. The largest force on an atom is 9.34 eV/Å.

ORCA input file:
```
! RIJCOSX wB97M-V def2-TZVPD def2/J DEFGRID3
* xyz 0 1
C 3.43 -1.96 2.62
O 3.41 -0.49 2.73
C 2.06 0.04 2.90
O 1.80 0.87 3.95
C 0.78 -0.23 1.89
S -0.35 -1.48 2.77
O -1.81 -0.96 2.93
O 0.21 -1.71 4.21
H 4.29 -2.23 1.84
H 3.68 -2.51 3.63
H 2.45 -2.44 2.20
H 0.21 0.76 1.62
H 1.23 -0.75 0.91
H -0.26 -2.73 2.12
C -0.91 2.94 -3.70
C -0.40 1.53 -3.91
O -0.32 0.82 -2.66
C -1.50 0.41 -2.14
O -2.61 0.58 -2.64
O -1.25 -0.21 -0.96
C -2.43 -0.60 -0.26
H -0.30 3.47 -2.97
H -0.90 3.50 -4.64
H -1.94 2.95 -3.32
H 0.61 1.57 -4.32
H -1.01 0.97 -4.63
H -3.08 -1.22 -0.88
H -2.96 0.29 0.09
H -2.12 -1.18 0.61
*
```

The following is a quantum chemistry calculation of a molecular structure, C7H14OS in a non-equilibrium geometry, from the Open Molecules 2025 dataset.

The value obtained for the total energy is -20364.4750 eV. The HOMO-LUMO gap is 8.16 eV. For the LUMO energy, the calculation gives 0.8 eV. The largest force on an atom is 4.10 eV/Å.

ORCA input file:
```
! RIJCOSX wB97M-V def2-TZVPD def2/J DEFGRID3
* xyz 0 1
C 2.00 -0.10 2.25
C -1.36 0.15 1.21
C -0.58 0.79 2.36
C -0.32 -0.23 0.18
C 1.15 -0.07 -1.71
C -1.37 0.14 -2.05
C -0.22 0.42 -1.11
O 1.06 -1.49 -2.10
S 0.98 0.72 1.29
H 3.01 -0.14 1.96
H 1.48 -0.85 2.70
H -2.06 -0.78 1.49
H -2.02 0.81 0.68
H -0.79 1.80 2.77
H -0.39 0.05 3.21
H -0.01 -1.28 0.00
H 1.24 -2.01 -1.38
H 2.05 0.12 -1.01
H 1.30 0.41 -2.59
H -2.25 0.80 -1.85
H -1.81 -0.87 -2.03
H -1.12 0.17 -3.17
H 0.01 1.44 -1.11
*
```

- Which of these has the lowest total energy?
  C7H14O7S